Record 1
The following is a DFT calculation (ωB97M-V/def2-TZVPD) of the molecule C2H5NO2 in a non-equilibrium geometry.

The total energy is -7739.89724 eV. For the molar mass, the calculation gives 75.07 g/mol. Its frontier orbital gap is 10.43 eV. The value obtained for the LUMO energy is 0.6 eV. The SMILES is NCC(=O)O. The largest force on an atom comes out at 4.4 eV Å⁻¹.

CARTESIAN COORDINATES (ANGSTROEM)
N -1.738 0.110 -0.084
C -0.656 -0.804 0.101
C 0.688 -0.084 -0.033
O 1.816 -0.483 -0.058
O 0.447 1.230 0.015
H -2.420 -0.020 0.634
H -2.190 0.024 -1.021
H -0.594 -1.571 -0.643
H -0.567 -1.225 1.130
H -0.356 1.366 0.424

***

Record 2
The following is a DFT calculation (ωB97M-V/def2-TZVPD) of a cluster of 13 separate species, C28H54Cl2N9O24 in total in a non-equilibrium geometry.

The total energy is -117471.52706 eV. For the molar mass, the calculation gives 971.69 g/mol. Its frontier orbital gap is 6.84 eV. The value obtained for the LUMO energy is 0.9 eV. The charge is -1. The largest force on an atom comes out at 2.7 eV Å⁻¹.

CARTESIAN COORDINATES (ANGSTROEM)
C 0.126 1.197 1.980
C 0.764 0.067 1.168
C 1.029 0.527 -0.245
N 1.305 -0.630 -1.199
C 2.504 -1.374 -0.683
C 1.703 -0.027 -2.552
C 0.957 -0.807 -3.626
C 0.321 -1.993 -2.908
C 0.126 -1.522 -1.485
H -0.005 1.051 3.049
H -0.820 1.433 1.493
H 0.797 2.052 1.870
H 0.275 -0.907 1.268
H 1.724 -0.220 1.620
H 1.848 1.238 -0.343
H 0.150 0.957 -0.736
H 3.315 -0.658 -0.770
H 2.699 -2.227 -1.332
H 2.329 -1.805 0.297
H 2.773 -0.147 -2.678
H 1.365 1.006 -2.574
H 1.557 -1.078 -4.492
H 0.107 -0.229 -3.994
H 0.959 -2.881 -2.983
H -0.639 -2.308 -3.322
H -0.048 -2.335 -0.786
H -0.698 -0.823 -1.437
Cl -2.996 1.279 -2.023
O -3.681 2.293 -2.820
O -2.243 1.974 -0.988
O -3.926 0.367 -1.468
O -2.067 0.668 -2.975
Cl -4.133 -2.963 -3.253
O -3.871 -3.238 -1.853
O -4.326 -4.182 -4.019
O -5.354 -2.185 -3.262
O -3.010 -2.247 -3.812
C -3.638 2.587 1.909
N -4.906 1.817 1.939
O -5.889 2.290 2.474
O -4.837 0.817 1.263
H -2.771 1.958 2.051
H -3.565 3.282 2.753
H -3.604 3.262 1.060
C 2.805 4.974 -0.316
N 3.885 3.951 -0.086
O 3.551 2.845 0.287
O 5.023 4.288 -0.345
H 3.018 5.829 0.315
H 1.912 4.436 -0.027
H 2.830 5.176 -1.380
C 4.945 -1.066 3.417
N 4.909 -1.991 2.247
O 3.913 -2.667 2.075
O 5.864 -1.988 1.500
H 5.233 -0.096 3.031
H 5.692 -1.461 4.101
H 3.974 -1.118 3.897
C -1.057 4.271 -3.394
N -0.034 4.202 -2.328
O -0.132 4.944 -1.371
O 0.886 3.414 -2.456
H -0.606 4.679 -4.295
H -1.966 4.790 -3.124
H -1.300 3.217 -3.546
C -1.274 -4.891 -4.282
N 0.216 -4.966 -4.346
O 0.741 -4.997 -5.451
O 0.856 -5.013 -3.317
H -1.646 -5.556 -5.051
H -1.571 -3.854 -4.427
H -1.523 -5.186 -3.268
C 3.617 -3.214 -5.373
N 3.854 -2.711 -3.988
O 3.612 -3.433 -3.050
O 4.286 -1.574 -3.878
H 4.354 -2.688 -5.972
H 2.580 -3.174 -5.679
H 4.005 -4.231 -5.342
C 1.887 5.667 4.697
N 1.092 4.418 4.839
O 0.209 4.444 5.679
O 1.139 3.590 3.951
H 1.704 6.122 3.728
H 2.929 5.471 4.922
H 1.449 6.392 5.377
C -2.301 1.507 -6.424
N -1.154 1.901 -7.330
O -0.065 1.388 -7.185
O -1.423 2.669 -8.237
H -2.837 2.430 -6.240
H -1.730 1.086 -5.603
H -2.944 0.830 -6.974
C -0.858 -3.920 3.954
C -0.092 -4.916 4.552
C 1.253 -4.767 4.818
C 1.891 -3.561 4.510
C 1.146 -2.600 3.847
C -0.205 -2.750 3.588
H -1.912 -3.975 3.723
H -0.633 -5.826 4.792
H 1.816 -5.543 5.320
H 2.865 -3.372 4.940
H 1.712 -1.735 3.516
H -0.704 -1.931 3.085
C -2.535 0.164 4.659
C -3.658 -0.604 4.937
C -4.513 -0.299 5.994
C -4.286 0.889 6.678
C -3.270 1.754 6.329
C -2.443 1.414 5.274
H -1.761 -0.180 3.989
H -3.861 -1.509 4.374
H -5.320 -0.960 6.269
H -5.020 1.119 7.444
H -3.135 2.692 6.852
H -1.588 2.025 5.002

***

Record 3
The following is a DFT calculation (ωB97M-V/def2-TZVPD) of the molecule C8H13N2O3P in a non-equilibrium geometry.

The total energy is -26916.83375 eV. For the molar mass, the calculation gives 216.18 g/mol. Its frontier orbital gap is 9.35 eV. The value obtained for the LUMO energy is 0.6 eV. The SMILES is CN[P@](=O)(Oc1ccccc1)N(C)O. The largest force on an atom comes out at 5.0 eV Å⁻¹.

CARTESIAN COORDINATES (ANGSTROEM)
C -3.042 1.284 1.447
N -2.142 0.232 1.564
P -0.556 0.286 1.181
O -0.022 1.633 0.964
O -0.364 -0.913 -0.189
C 0.315 -0.386 -1.249
C -0.313 0.520 -2.096
C 0.381 1.065 -3.244
C 1.676 0.630 -3.458
C 2.323 -0.256 -2.564
C 1.603 -0.774 -1.465
N 0.239 -0.590 2.347
C 1.533 -1.084 2.005
O -0.622 -1.719 2.913
H -2.588 2.164 0.936
H -4.029 1.057 0.904
H -3.506 1.744 2.403
H -2.588 -0.754 1.586
H -1.462 0.561 -2.119
H -0.331 1.620 -3.931
H 2.374 1.107 -4.220
H 3.341 -0.655 -2.865
H 2.151 -1.218 -0.612
H 2.159 -0.248 1.772
H 2.001 -1.555 2.931
H 1.584 -1.893 1.251
H -0.114 -1.858 3.810

***

Record 4
The following is a DFT calculation (ωB97M-V/def2-TZVPD) of a structure of composition C16H15FN3O7PtSi in a non-equilibrium geometry.

The total energy is -49465.63386 eV. For the molar mass, the calculation gives 603.47 g/mol. Its frontier orbital gap (spin up / spin down) is 4.93 / 4.93 eV. The value obtained for the LUMO energy (spin up / spin down) is -7.4 / -7.4 eV. The charge is +1. The largest force on an atom comes out at 1.1 eV Å⁻¹.

CARTESIAN COORDINATES (ANGSTROEM)
Pt 0.211 0.104 0.375
O -0.778 -3.357 1.714
C 0.063 -2.550 1.459
O -0.100 -1.231 1.701
C 1.433 -2.892 0.966
C 1.996 -4.096 1.353
C 3.271 -4.403 0.923
C 4.013 -3.552 0.137
C 3.435 -2.356 -0.238
C 2.109 -2.033 0.096
O 1.526 -1.005 -0.509
N 4.242 -1.411 -1.029
O 3.968 -0.227 -0.950
O 5.201 -1.863 -1.609
N 3.881 -5.683 1.339
O 3.191 -6.428 1.998
O 5.008 -5.905 0.959
H 1.443 -4.780 1.980
H 5.017 -3.816 -0.159
C -0.526 3.218 1.488
Si 1.078 3.002 0.572
C 2.447 2.236 1.571
C 1.722 4.622 -0.086
N 0.624 1.654 -0.706
C 0.807 1.641 -2.022
C 1.478 2.706 -2.712
C 1.679 2.674 -4.056
C 1.200 1.586 -4.809
C 0.511 0.542 -4.213
C 0.315 0.565 -2.855
F -0.395 -0.400 -2.322
H -0.354 3.860 2.354
H -0.943 2.279 1.874
H -1.292 3.686 0.868
H 2.812 3.005 2.257
H 3.287 1.932 0.943
H 2.144 1.379 2.173
H 1.905 5.232 0.803
H 1.025 5.177 -0.716
H 2.676 4.531 -0.605
H 1.846 3.536 -2.134
H 2.203 3.480 -4.550
H 1.360 1.567 -5.879
H 0.114 -0.284 -4.786

***

Record 5
The following is a DFT calculation (ωB97M-V/def2-TZVPD) of a cluster of 10 separate species, C26H66ClIN19O16PS in total in a non-equilibrium geometry.

The total energy is -129851.00511 eV. For the molar mass, the calculation gives 1126.33 g/mol. Its frontier orbital gap is 8.39 eV. The value obtained for the LUMO energy is -0.3 eV. The SMILES is CC(=O)OCCCCCC[C@@H]1[C@H](CC(=O)Cl)C[C@](CCCI)(P(N)O)OS1(=O)=O.NC(N)=O.NC(N)=O.NC(N)=O.NC(N)=O.NC(N)=O.NC(N)=O.NC(N)=O.NC(N)=O.NC(N)=O. The largest force on an atom comes out at 9.0 eV Å⁻¹.

CARTESIAN COORDINATES (ANGSTROEM)
C -2.729 1.520 0.085
C -1.899 1.691 -1.357
O -0.804 2.495 -1.272
O -2.367 1.051 -2.600
C -1.317 0.240 -3.236
C -1.536 -1.391 -3.048
C -2.714 -1.968 -4.085
C -4.062 -2.152 -3.166
C -5.276 -2.995 -3.891
C -6.393 -3.442 -2.731
C -6.935 -2.050 -2.044
C -6.272 -1.771 -0.534
C -6.679 -2.917 0.565
C -5.512 -3.270 1.664
O -4.665 -2.329 2.110
Cl -5.365 -5.016 2.374
C -6.702 -0.240 -0.137
C -8.305 0.085 -0.235
C -8.653 1.077 -1.494
C -8.252 2.650 -1.277
C -9.422 3.589 -0.620
I -11.372 3.485 -1.606
P -8.787 0.843 1.494
N -7.590 2.050 2.027
O -8.766 -0.434 2.708
O -9.170 -1.108 -0.377
S -8.805 -2.006 -1.777
O -9.220 -3.494 -1.463
O -9.616 -1.606 -3.040
H -2.124 2.035 0.967
H -3.784 2.040 0.030
H -2.862 0.395 0.392
H -1.304 0.549 -4.386
H -0.226 0.484 -2.832
H -0.535 -2.012 -3.118
H -1.930 -1.543 -1.941
H -2.894 -1.096 -4.877
H -2.367 -2.963 -4.607
H -3.804 -2.746 -2.164
H -4.425 -1.071 -2.852
H -4.867 -3.904 -4.505
H -5.767 -2.251 -4.677
H -7.297 -3.979 -3.296
H -5.880 -4.159 -1.958
H -6.646 -1.121 -2.732
H -5.081 -1.780 -0.597
H -7.594 -2.474 1.188
H -7.070 -3.930 0.077
H -6.145 0.521 -0.870
H -6.243 -0.007 0.936
H -7.996 0.693 -2.414
H -9.767 0.878 -1.793
H -7.258 2.734 -0.643
H -7.965 3.071 -2.356
H -9.606 3.436 0.526
H -9.047 4.717 -0.738
H -6.767 2.129 1.391
H -8.039 2.986 2.166
H -8.308 0.010 3.501
N 3.459 -0.269 -0.846
C 2.453 0.391 -1.446
N 1.656 1.078 -0.607
O 2.276 0.369 -2.654
H 3.621 -0.263 0.147
H 4.082 -0.799 -1.441
H 0.886 1.589 -1.018
H 1.786 1.109 0.390
N 6.289 3.301 -3.208
C 5.764 2.872 -2.047
N 4.574 2.255 -2.165
O 6.321 3.031 -0.972
H 5.845 3.179 -4.103
H 7.184 3.771 -3.164
H 4.144 1.917 -1.314
H 4.100 2.115 -3.041
N 6.496 -2.005 2.671
C 5.498 -2.219 1.795
N 4.583 -3.119 2.200
O 5.428 -1.645 0.720
H 6.571 -2.468 3.561
H 7.206 -1.335 2.405
H 3.815 -3.310 1.570
H 4.624 -3.602 3.081
N 0.104 -1.173 3.810
C 1.332 -1.671 3.578
N 1.704 -1.661 2.285
O 2.051 -2.096 4.469
H -0.503 -0.819 3.089
H -0.215 -1.162 4.770
H 2.622 -2.027 2.068
H 1.126 -1.316 1.538
N -1.604 0.019 7.548
C -2.602 -0.195 6.672
N -3.517 -1.095 7.077
O -2.672 0.379 5.597
H -1.529 -0.444 8.438
H -0.894 0.689 7.282
H -4.285 -1.286 6.447
H -3.476 -1.578 7.958
N 4.378 -5.135 -2.741
C 3.750 -4.028 -2.306
N 3.903 -2.952 -3.099
O 3.096 -4.001 -1.276
H 4.921 -5.177 -3.586
H 4.289 -5.968 -2.173
H 3.447 -2.097 -2.808
H 4.438 -2.954 -3.951
N 4.927 6.924 -2.654
C 6.001 7.383 -1.987
N 6.587 6.479 -1.181
O 6.410 8.528 -2.102
H 4.575 5.985 -2.572
H 4.456 7.572 -3.272
H 7.399 6.784 -0.660
H 6.265 5.532 -1.073
N 9.718 2.672 2.862
C 8.609 2.010 2.485
N 8.115 2.382 1.290
O 8.091 1.144 3.172
H 10.158 3.388 2.310
H 10.121 2.422 3.756
H 7.281 1.909 0.969
H 8.527 3.094 0.710
N 11.173 -0.232 1.748
C 12.260 -0.619 2.441
N 12.975 -1.598 1.858
O 12.571 -0.122 3.511
H 10.900 -0.630 0.865
H 10.607 0.502 2.152
H 13.800 -1.919 2.346
H 12.734 -2.020 0.976

***

Record 6
The following is a DFT calculation (ωB97M-V/def2-TZVPD) of the molecule C6H6O in a non-equilibrium geometry.

The total energy is -8361.83373 eV. For the molar mass, the calculation gives 94.11 g/mol. Its frontier orbital gap is 9.77 eV. The value obtained for the LUMO energy is 1.1 eV. The SMILES is C=C=COC1C=C1. The largest force on an atom comes out at 1.3 eV Å⁻¹.

CARTESIAN COORDINATES (ANGSTROEM)
C -2.426 0.320 0.058
C -1.510 -0.529 -0.291
C -0.658 -1.506 -0.437
O 0.694 -1.517 -0.236
C 1.269 -0.363 0.327
C 2.707 -0.117 0.039
C 1.864 0.668 -0.566
H -2.846 0.307 1.057
H -2.818 1.058 -0.624
H -0.981 -2.471 -0.810
H 0.812 -0.088 1.275
H 3.706 -0.438 0.206
H 1.669 1.432 -1.280

***

Record 7
The following is a DFT calculation (ωB97M-V/def2-TZVPD) of a structure of composition C52H41N5O2SSiTa.

The total energy is -86401.71319 eV. For the molar mass, the calculation gives 1009.03 g/mol. Its frontier orbital gap is 5.98 eV. The value obtained for the LUMO energy is -3.7 eV. The charge is +1. The largest force on an atom comes out at 0.3 eV Å⁻¹.

CARTESIAN COORDINATES (ANGSTROEM)
Ta 0.165 -0.059 -0.004
C -7.169 2.288 -1.042
C -6.424 2.371 0.126
C -5.116 1.907 0.150
C -4.547 1.357 -0.993
C -5.298 1.273 -2.161
C -6.605 1.738 -2.185
C -3.140 0.859 -0.966
C -2.129 1.705 -1.395
C -2.369 3.029 -1.889
C -1.162 3.610 -2.059
C -0.179 2.641 -1.677
C 1.181 2.900 -1.656
C 1.648 4.291 -1.934
C 1.709 5.219 -0.900
C 2.141 6.514 -1.150
C 2.512 6.886 -2.434
C 2.453 5.963 -3.468
C 2.024 4.667 -3.220
C 2.127 1.908 -1.470
N 1.846 0.572 -1.226
C 3.057 -0.083 -1.372
C 3.249 -1.453 -1.303
C 4.629 -1.977 -1.526
C 5.016 -2.452 -2.773
C 6.304 -2.933 -2.966
C 7.209 -2.938 -1.914
C 6.825 -2.462 -0.667
C 5.539 -1.982 -0.473
C 2.233 -2.355 -1.038
C 2.423 -3.775 -1.018
C 1.234 -4.326 -0.691
C 0.307 -3.245 -0.518
N 0.929 -2.037 -0.732
C -1.035 -3.426 -0.220
C -1.960 -2.396 -0.237
C -3.364 -2.573 -0.039
C -3.952 -1.369 -0.231
C -2.914 -0.441 -0.551
N -1.683 -1.069 -0.512
C -1.506 -4.806 0.092
C -1.151 -5.398 1.300
C -1.577 -6.683 1.603
C -2.356 -7.388 0.696
C -2.707 -6.805 -0.513
C -2.285 -5.518 -0.815
C 4.093 0.856 -1.659
C 3.525 2.084 -1.695
N -0.777 1.455 -1.319
H -8.188 2.651 -1.061
H -6.860 2.798 1.019
H -4.533 1.968 1.063
H -4.855 0.843 -3.051
H -7.183 1.670 -3.097
H -3.347 3.445 -2.069
H -0.938 4.603 -2.412
H 1.420 4.920 0.101
H 2.187 7.232 -0.341
H 2.848 7.896 -2.628
H 2.742 6.253 -4.470
H 1.976 3.941 -4.022
H 4.306 -2.444 -3.592
H 6.601 -3.302 -3.938
H 8.213 -3.312 -2.065
H 7.529 -2.465 0.154
H 5.228 -1.608 0.496
H 3.353 -4.272 -1.240
H 0.984 -5.370 -0.597
H -3.835 -3.515 0.187
H -5.001 -1.124 -0.200
H -0.535 -4.847 2.002
H -1.299 -7.136 2.546
H -2.685 -8.392 0.930
H -3.308 -7.355 -1.226
H -2.553 -5.062 -1.760
H 5.122 0.589 -1.832
H 3.990 3.033 -1.909
O -0.347 -1.272 1.636
N 0.232 -1.207 2.837
C -0.470 -1.699 3.878
C 0.073 -1.699 5.131
C 1.362 -1.182 5.304
C 2.054 -0.690 4.225
C 1.479 -0.702 2.947
S 2.237 -0.156 1.516
H -1.453 -2.065 3.622
H -0.497 -2.091 5.959
H 1.812 -1.168 6.287
H 3.050 -0.283 4.327
C 0.645 2.864 3.370
Si -0.852 2.335 2.402
C -1.669 3.800 1.603
C -2.065 1.366 3.444
O -0.336 1.315 1.199
H 0.380 3.619 4.115
H 1.393 3.299 2.701
H 1.110 2.027 3.894
H -2.079 4.484 2.350
H -2.486 3.485 0.950
H -0.956 4.358 0.990
H -2.829 2.016 3.876
H -1.569 0.849 4.269
H -2.571 0.619 2.825